# 1
ORCA calculation (ωB97M-V/def2-TZVPD) on the ion C12H20BrFNO4 with charge +1 in a non-equilibrium geometry.

Geometry (Å):
C -3.296 -0.258 -3.430
C -2.223 -1.137 -2.834
O -2.449 -2.210 -2.438
O -0.992 -0.556 -2.770
C 0.017 -1.448 -2.424
O 0.860 -1.649 -3.167
C 0.045 -2.105 -1.066
C 1.423 -1.994 -0.397
O 2.069 -0.762 -0.658
C 2.218 0.057 0.482
C 0.868 0.160 1.190
C 0.788 1.278 2.234
C 0.079 2.520 1.667
C 0.716 3.004 0.350
C -1.425 2.220 1.399
N 0.693 -1.164 1.890
F -0.657 -1.349 2.102
C 1.255 -2.318 1.098
Br 2.860 -3.007 1.947
H -3.046 -0.080 -4.474
H -4.242 -0.758 -3.308
H -3.249 0.693 -2.904
H -0.258 -3.143 -1.153
H -0.715 -1.637 -0.433
H 2.054 -2.779 -0.805
H 2.533 1.030 0.137
H 3.009 -0.290 1.153
H 0.113 0.241 0.418
H 1.765 1.520 2.650
H 0.151 0.913 3.044
H 0.143 3.304 2.412
H 1.802 2.987 0.390
H 0.426 4.044 0.220
H 0.347 2.439 -0.502
H -2.059 2.892 1.969
H -1.661 1.191 1.667
H -1.645 2.389 0.350
H 1.159 -1.130 2.807
H 0.523 -3.109 1.190

Properties
total charge	+1
maximum force	5.02	eV/Å
Kohn-Sham gap	9.7293	eV
calculated total energy	-95199.097	eV

***

# 2
ORCA calculation (ωB97M-V/def2-TZVPD) on a structure of composition C4H10S2 in a non-equilibrium geometry.

Geometry (Å):
C -0.827 0.899 -1.138
C -1.146 0.122 0.243
C 0.083 -0.526 0.767
C 1.324 0.343 0.561
H -1.677 1.407 -1.579
H -0.255 0.338 -1.987
H 0.051 1.687 -0.827
H -1.339 1.105 0.937
H -1.792 -1.720 -0.722
H 0.099 -0.736 2.043
H 1.179 1.829 0.751
H 1.918 0.121 1.873
H 2.280 -0.016 -0.678
H 2.036 -2.225 0.111
S -2.699 -0.992 0.170
S 0.765 -1.635 -0.527

Properties
total charge	0
maximum force	8.07	eV/Å
Kohn-Sham gap	8.4140	eV
calculated total energy	-25971.961	eV
relative energy (zero: lowest compared OMol25 entry of this formula, charge and spin)	208.09	kcal/mol